94
Properties=species:S:1:pos:R:3:lowdin_spin:R:1 method="wB97M-V/def2-TZVPD" de_lowest_ev=0.964 gap_ev="5.39 / 7.86" s_squared=8.757 spin_multiplicity=6 total_charge=0 total_energy_ev=-85597.863
Cr 3.925 -2.177 7.946 4.564
C 5.658 0.290 9.133 0.016
O 4.485 -0.492 9.178 0.075
H 6.080 0.655 10.070 0.001
H 6.480 -0.362 8.840 0.006
H 5.670 1.113 8.419 0.001
N 2.201 4.462 8.446 0.000
C 3.467 3.915 8.563 0.000
C 4.504 4.335 7.733 0.000
C 4.274 5.267 6.670 0.000
C 2.975 5.737 6.502 0.000
C 1.973 5.391 7.388 0.000
H 3.644 3.149 9.303 0.000
H 5.513 3.951 7.770 0.000
H 5.036 5.635 5.999 0.000
H 2.616 6.435 5.760 0.000
H 0.991 5.841 7.380 0.000
N 3.098 -0.777 6.038 0.025
C 3.104 0.567 6.252 0.009
C 2.533 1.542 5.373 -0.001
C 1.964 1.084 4.179 0.005
C 2.016 -0.282 3.850 0.000
C 2.634 -1.181 4.771 0.018
H 3.716 0.744 7.124 0.001
H 2.597 2.607 5.541 0.000
H 1.539 1.792 3.483 0.000
H 1.436 -0.548 2.979 0.000
H 2.802 -2.221 4.532 0.009
N 9.889 4.828 5.026 0.000
C 8.539 4.882 5.202 0.000
C 7.723 3.937 5.792 0.000
C 8.436 2.841 6.261 0.000
C 9.756 2.658 6.092 0.000
C 10.462 3.679 5.485 0.000
H 8.102 5.816 4.882 0.000
H 6.696 4.195 6.006 0.000
H 7.771 2.265 6.888 0.000
H 10.227 1.740 6.412 0.000
H 11.514 3.576 5.266 0.000
N 4.267 -3.831 9.477 0.032
C 3.828 -5.150 9.246 0.043
C 3.998 -6.235 10.149 0.001
C 4.672 -6.002 11.300 0.017
C 4.941 -4.674 11.633 -0.003
C 4.795 -3.666 10.724 0.017
H 3.350 -5.443 8.322 0.013
H 3.606 -7.209 9.894 0.000
H 4.897 -6.788 12.007 0.001
H 5.323 -4.338 12.586 0.000
H 5.040 -2.619 10.818 0.001
N 1.817 -2.269 8.524 0.051
C 1.494 -1.864 9.777 0.024
C 0.182 -1.988 10.320 0.000
C -0.775 -2.628 9.542 0.015
C -0.501 -2.983 8.246 0.002
C 0.789 -2.747 7.807 0.033
H 2.261 -1.423 10.396 0.002
H -0.097 -1.769 11.340 0.000
H -1.768 -2.850 9.905 0.001
H -1.307 -3.505 7.750 0.000
H 0.860 -2.855 6.735 0.006
N 10.898 -0.091 13.766 0.000
C 10.695 -0.394 12.463 0.000
C 9.423 -0.698 11.962 0.000
C 8.285 -0.604 12.707 0.000
C 8.475 -0.252 14.089 0.000
C 9.799 0.107 14.494 0.000
H 11.620 -0.333 11.909 0.000
H 9.373 -0.981 10.921 0.000
H 7.294 -0.831 12.343 0.000
H 7.765 -0.300 14.901 0.000
H 10.045 0.549 15.448 0.000
N 7.664 -4.654 7.877 0.004
C 7.629 -6.036 7.924 0.001
C 7.851 -6.767 9.064 0.000
C 8.121 -6.118 10.267 0.000
C 8.254 -4.756 10.308 0.000
C 7.903 -4.096 9.095 0.004
H 7.513 -6.527 6.969 0.000
H 7.809 -7.846 9.039 0.000
H 8.177 -6.639 11.211 0.000
H 8.364 -4.207 11.231 0.000
H 7.830 -3.020 9.034 0.002
N 3.133 0.527 14.813 0.000
C 3.999 1.284 15.527 0.000
C 4.998 2.072 14.929 0.000
C 5.166 1.979 13.517 0.000
C 4.408 1.153 12.815 0.000
C 3.395 0.454 13.490 0.000
H 3.676 1.335 16.556 0.000
H 5.454 2.920 15.418 0.000
H 5.806 2.529 12.845 0.000
H 4.441 1.162 11.736 0.000
H 2.686 -0.026 12.832 0.000

***

99
Properties=species:S:1:pos:R:3:lowdin_spin:R:1 method="wB97M-V/def2-TZVPD" de_lowest_ev=0.000 gap_ev="6.34 / 6.22" s_squared=8.773 spin_multiplicity=6 total_charge=0 total_energy_ev=-200260.717
Fe 0.616 0.804 0.854 3.941
C -2.046 -4.344 4.939 0.000
C -1.069 -4.726 3.818 0.000
C -1.763 -5.715 2.881 0.000
C 0.167 -5.408 4.421 0.000
C -0.634 -3.456 3.096 0.000
C 0.029 -2.447 3.791 0.001
C 0.401 -1.288 3.139 0.003
N 0.143 -1.095 1.847 0.053
C -0.456 -2.056 1.151 0.005
C -0.864 -3.243 1.741 0.002
C -0.600 -1.765 -0.306 0.006
C -1.170 -2.651 -1.201 0.000
C -1.218 -2.354 -2.563 0.003
C -0.661 -1.146 -2.960 0.000
C -0.118 -0.299 -2.008 0.007
N -0.096 -0.588 -0.711 0.040
C -1.857 -3.339 -3.533 0.000
C -1.099 -4.672 -3.463 0.000
C -1.819 -2.829 -4.973 0.000
C -3.322 -3.557 -3.129 0.000
H -2.371 -5.241 5.468 0.000
H -2.928 -3.844 4.534 0.000
H -1.584 -3.674 5.664 0.000
H -2.055 -6.600 3.446 0.000
H -1.102 -6.041 2.075 0.000
H -2.667 -5.289 2.443 0.000
H -0.132 -6.319 4.943 0.000
H 0.674 -4.763 5.139 0.000
H 0.883 -5.678 3.643 0.000
H 0.255 -2.547 4.844 0.000
H 0.915 -0.478 3.639 0.001
H -1.356 -3.998 1.149 0.000
H -1.577 -3.585 -0.840 0.000
H -0.643 -0.838 -3.994 0.000
H 0.320 0.648 -2.295 0.000
H -0.050 -4.538 -3.733 0.000
H -1.543 -5.387 -4.159 0.000
H -1.139 -5.109 -2.465 0.000
H -0.795 -2.680 -5.322 0.000
H -2.363 -1.889 -5.083 0.000
H -2.289 -3.563 -5.629 0.000
H -3.407 -3.973 -2.124 0.000
H -3.796 -4.254 -3.821 0.000
H -3.877 -2.618 -3.154 0.000
O 2.167 1.009 1.521 0.721
C 4.786 1.944 -4.876 0.000
N 4.985 0.735 -4.107 0.000
C 4.341 0.425 -2.950 0.000
Se 3.106 1.393 -2.032 0.000
N 4.823 -0.787 -2.562 0.000
C 5.778 -1.252 -3.452 0.000
C 6.546 -2.401 -3.490 0.000
C 7.419 -2.543 -4.560 0.000
C 7.516 -1.568 -5.554 0.000
C 6.744 -0.415 -5.512 0.000
C 5.876 -0.277 -4.444 0.000
H 4.032 2.540 -4.368 0.000
H 4.444 1.696 -5.881 0.000
H 5.718 2.506 -4.936 0.000
H 4.527 -1.208 -1.698 0.000
H 6.473 -3.157 -2.719 0.000
H 8.038 -3.427 -4.624 0.000
H 8.208 -1.713 -6.372 0.000
H 6.821 0.343 -6.281 0.000
S -3.015 6.841 1.875 0.001
C -2.444 5.411 2.500 0.001
S -1.768 4.182 1.478 0.001
C -1.522 3.127 2.850 0.015
N -1.928 3.651 3.957 0.012
N -2.429 4.928 3.762 0.003
C -2.901 5.576 4.942 0.000
C -2.852 6.957 5.081 0.000
C -3.308 7.538 6.256 0.000
C -3.806 6.759 7.288 0.000
C -3.840 5.379 7.142 0.000
C -3.389 4.784 5.977 0.000
S -0.857 1.540 2.769 0.084
H -2.464 7.568 4.283 0.000
H -3.266 8.615 6.358 0.000
H -4.160 7.221 8.200 0.000
H -4.219 4.756 7.941 0.000
H -3.399 3.710 5.861 0.000
N 2.289 3.482 0.595 0.007
C 1.209 3.566 -0.155 0.007
N 0.314 2.592 -0.275 0.056
C -0.710 2.962 -1.147 0.006
C -1.864 2.228 -1.397 0.002
C -2.825 2.753 -2.244 0.000
C -2.659 4.005 -2.832 0.001
C -1.530 4.762 -2.562 0.000
C -0.568 4.228 -1.721 0.003
S 0.884 4.988 -1.124 0.006
H 2.455 2.566 1.110 0.007
H 2.881 4.284 0.712 0.000
H -2.026 1.283 -0.893 0.001
H -3.731 2.191 -2.431 0.000
H -3.429 4.403 -3.480 0.000
H -1.414 5.753 -2.978 0.000

***

87
Properties=species:S:1:pos:R:3:mulliken_charge:R:1 method="wB97M-V/def2-TZVPD" gap_ev=5.61 total_charge=+1 total_energy_ev=-48221.918
C 1.736 2.566 -0.376 -0.156
C 0.918 1.993 -1.226 -0.403
N 0.101 1.216 -2.221 1.011
N -0.164 1.916 -3.318 -0.911
C -0.932 1.117 -4.198 -0.384
C -1.417 -0.351 -4.085 -0.262
C -1.038 -1.082 -2.746 0.200
C -1.426 -2.599 -2.408 -0.790
C -0.180 -3.595 -2.149 0.288
C -0.812 -4.907 -1.383 -1.323
O 0.451 -4.115 -3.343 -0.375
C 1.408 -3.189 -3.917 -0.346
C 2.742 -2.965 -3.016 0.525
C 3.149 -3.927 -1.800 -0.213
C 4.428 -3.673 -0.898 -0.529
C 5.307 -2.402 -1.256 -0.319
C 4.949 -1.411 -2.464 -0.451
C 3.650 -1.688 -3.362 -0.412
C -0.245 -0.104 -1.840 1.149
C 0.209 -0.649 -0.377 -1.306
H 2.470 3.032 0.367 0.434
H -1.244 1.673 -5.175 0.385
H -2.011 -0.834 -4.941 0.226
H -1.990 -3.015 -3.342 0.157
H -2.207 -2.658 -1.541 0.381
H 0.566 -3.146 -1.374 0.317
H -1.628 -4.540 -0.633 0.327
H 0.002 -5.486 -0.790 0.303
H -1.374 -5.601 -2.135 0.325
H 1.787 -3.688 -4.903 0.362
H 0.979 -2.168 -4.230 0.095
H 2.486 -4.841 -1.538 0.303
H 4.730 -4.346 0.001 0.331
H 6.236 -2.153 -0.625 0.325
H 5.591 -0.475 -2.712 0.312
H 3.334 -0.976 -4.229 0.290
H -0.306 -1.658 -0.123 0.296
H 1.364 -0.808 -0.461 0.377
H -0.023 0.086 0.476 0.383
C 0.613 3.920 2.959 -0.442
C 1.716 4.685 3.330 -0.716
C 2.471 4.325 4.442 -0.325
C 2.129 3.193 5.179 0.112
C 1.029 2.427 4.806 -0.534
C 0.267 2.792 3.699 -0.180
H 0.022 4.203 2.093 0.458
H 1.986 5.563 2.751 0.395
H 3.327 4.925 4.735 0.383
H 2.721 2.910 6.043 0.030
H 0.763 1.544 5.380 0.368
H -0.594 2.197 3.412 0.449
C -6.199 -1.424 -8.605 -0.426
C -5.095 -0.656 -8.245 -0.479
C -4.331 -1.011 -7.137 -0.201
C -4.665 -2.141 -6.394 0.166
C -5.767 -2.911 -6.756 -0.561
C -6.536 -2.551 -7.859 -0.386
H -6.797 -1.146 -9.467 0.363
H -4.831 0.220 -8.829 0.355
H -3.474 -0.408 -6.853 0.227
H -4.066 -2.420 -5.533 0.254
H -6.026 -3.792 -6.178 0.354
H -7.398 -3.148 -8.138 0.364
C -5.304 2.066 1.048 -0.396
C -4.856 3.061 1.913 -0.463
C -3.540 3.508 1.839 -0.389
C -2.674 2.966 0.893 -0.375
C -3.123 1.973 0.025 -0.099
C -4.437 1.520 0.106 -0.560
H -6.330 1.716 1.109 0.373
H -5.533 3.489 2.646 0.372
H -3.189 4.279 2.517 0.397
H -1.648 3.317 0.831 0.347
H -2.444 1.552 -0.711 0.440
H -4.786 0.742 -0.566 0.383
C 4.792 0.481 10.412 -0.354
C 5.797 1.410 10.160 -0.343
C 5.591 2.424 9.229 -0.516
C 4.375 2.514 8.556 -0.185
C 3.368 1.587 8.811 -0.219
C 3.578 0.567 9.736 -0.468
H 4.954 -0.312 11.136 0.356
H 6.743 1.344 10.689 0.353
H 6.377 3.145 9.027 0.349
H 4.212 3.308 7.833 0.353
H 2.419 1.658 8.288 0.343
H 2.795 -0.159 9.930 0.349

***

106
Properties=species:S:1:pos:R:3:mulliken_charge:R:1 method="wB97M-V/def2-TZVPD" de_lowest_ev=0.000 gap_ev=7.63 total_charge=-1 total_energy_ev=-215530.492
Ba 0.059 0.908 0.418 -0.880
C -0.820 -0.215 -3.287 -0.479
C -1.422 -1.577 -2.942 -1.524
As -1.104 -1.958 -1.029 2.331
C -2.593 -3.168 -0.663 0.259
C -3.898 -2.815 -0.998 -0.350
C -4.966 -3.617 -0.620 -0.809
C -4.745 -4.775 0.111 -0.453
C -3.450 -5.123 0.470 -0.692
C -2.383 -4.322 0.089 -0.643
C 0.322 -3.278 -1.224 0.022
C 0.177 -4.398 -2.039 -0.586
C 1.227 -5.290 -2.198 -0.924
C 2.434 -5.069 -1.543 -0.702
C 2.589 -3.955 -0.731 -0.644
C 1.532 -3.064 -0.574 0.105
As 1.044 -0.068 -2.668 1.024
C 1.949 -0.844 -4.206 -0.051
C 1.965 -0.188 -5.434 -0.611
C 2.576 -0.776 -6.531 -0.673
C 3.174 -2.025 -6.407 -0.458
C 3.163 -2.679 -5.184 -0.611
C 2.554 -2.089 -4.083 -0.007
C 1.375 1.824 -2.966 0.188
C 0.331 2.738 -3.132 -0.275
C 0.583 4.106 -3.173 -0.536
C 1.883 4.572 -3.064 -0.479
C 2.929 3.671 -2.905 -0.622
C 2.677 2.312 -2.840 -0.768
H -1.407 0.543 -2.772 -0.123
H -0.889 0.008 -4.354 0.677
H -1.024 -2.388 -3.554 0.495
H -2.501 -1.547 -3.098 0.626
H -4.098 -1.899 -1.542 0.305
H -5.974 -3.328 -0.891 0.404
H -5.578 -5.399 0.410 0.376
H -3.269 -6.018 1.052 0.404
H -1.376 -4.600 0.376 0.262
H -0.763 -4.579 -2.549 0.474
H 1.106 -6.156 -2.836 0.408
H 3.255 -5.763 -1.675 0.374
H 3.524 -3.749 -0.228 0.479
H 1.679 -2.190 0.044 0.022
H 1.505 0.789 -5.530 0.365
H 2.588 -0.260 -7.483 0.393
H 3.653 -2.483 -7.264 0.361
H 3.633 -3.649 -5.080 0.432
H 2.558 -2.599 -3.128 0.323
H -0.690 2.405 -3.227 0.275
H -0.248 4.793 -3.272 0.456
H 2.083 5.636 -3.084 0.374
H 3.946 4.031 -2.807 0.404
H 3.497 1.620 -2.676 0.396
C -2.461 2.395 2.406 -0.238
C -3.800 2.580 3.166 -0.878
N -4.325 1.280 3.593 -0.229
C -4.572 0.461 2.403 -0.991
C -3.257 0.260 1.606 0.340
N -2.150 0.961 2.283 1.717
C -2.001 0.407 3.635 -0.960
C -3.322 0.612 4.425 -0.737
H -1.628 2.867 2.930 0.320
H -2.521 2.822 1.403 0.027
H -4.548 3.057 2.530 0.301
H -3.667 3.202 4.054 0.335
H -5.315 0.970 1.787 0.340
H -4.995 -0.494 2.723 0.373
H -3.358 0.658 0.600 -0.342
H -2.987 -0.798 1.540 -0.049
H -1.160 0.918 4.107 0.251
H -1.740 -0.647 3.544 0.411
H -3.160 1.219 5.319 0.267
H -3.738 -0.345 4.749 0.299
F 3.921 -1.794 1.365 -0.428
B 3.865 -0.538 0.717 0.403
F 2.465 -0.131 0.712 0.567
F 4.282 -0.655 -0.601 -0.328
F 4.581 0.405 1.431 -0.332
F -2.992 3.896 -1.651 -0.316
B -3.138 2.528 -1.548 0.116
F -1.961 2.005 -0.827 0.454
F -4.268 2.175 -0.815 -0.316
F -3.133 1.907 -2.803 -0.353
N 1.824 -0.808 3.472 0.198
C 1.089 -1.708 2.811 0.004
O 0.084 -1.422 2.157 0.100
C 1.526 -3.151 2.905 -1.137
I 1.093 -3.963 4.836 0.002
H 1.644 0.181 3.295 0.175
H 2.754 -1.065 3.757 0.264
H 2.592 -3.262 2.743 0.468
H 0.962 -3.739 2.192 0.212
I 4.099 7.331 5.937 0.037
C 3.181 5.885 4.737 -0.029
C 2.753 4.697 5.311 -0.658
C 2.142 3.745 4.509 -0.288
C 1.961 3.976 3.152 0.180
C 2.397 5.171 2.595 -0.228
C 3.010 6.133 3.383 -0.531
C 1.289 2.947 2.279 1.046
O 1.138 3.214 1.066 -1.097
O 0.890 1.873 2.817 -0.472
H 2.894 4.518 6.368 0.374
H 1.795 2.809 4.928 0.400
H 2.247 5.330 1.535 0.458
H 3.349 7.064 2.950 0.377

***

109
Properties=species:S:1:pos:R:3:lowdin_spin:R:1 method="wB97M-V/def2-TZVPD" de_lowest_ev=0.386 gap_ev="6.86 / 7.01" s_squared=0.758 spin_multiplicity=2 total_charge=0 total_energy_ev=-115012.907
Sn -0.313 -1.988 1.626 0.040
C -5.057 -1.747 1.608 0.000
C -3.600 -1.966 1.850 0.001
N -2.678 -1.454 1.136 0.011
O -3.070 -0.780 -0.006 0.002
B -2.731 -1.672 -1.190 0.000
F -3.472 -1.270 -2.272 0.000
F -2.968 -3.005 -0.881 0.000
O -1.251 -1.440 -1.464 0.001
N -0.495 -2.325 -0.721 0.008
C -0.239 -3.463 -1.240 0.001
C -0.519 -3.824 -2.659 0.000
C 0.308 -4.477 -0.311 0.003
N -0.065 -4.282 0.893 0.014
O 0.303 -5.151 1.831 0.001
B -0.665 -5.405 2.973 0.001
F -1.600 -6.333 2.514 0.000
F 0.098 -5.877 4.013 0.000
O -1.423 -4.222 3.523 0.002
N -2.038 -3.443 2.621 0.015
C -3.114 -2.841 2.945 0.008
C -3.841 -2.990 4.243 0.001
C 1.084 -5.671 -0.764 0.001
H -5.245 -1.776 0.536 0.000
H -5.349 -0.757 1.964 0.000
H -5.661 -2.500 2.107 0.000
H -1.050 -3.017 -3.154 0.000
H -1.123 -4.731 -2.700 0.000
H 0.420 -4.015 -3.183 0.000
H -3.159 -3.408 4.980 0.000
H -4.685 -3.674 4.137 0.000
H -4.215 -2.024 4.587 0.000
H 1.653 -5.460 -1.667 0.000
H 0.413 -6.512 -0.956 0.000
H 1.755 -5.970 0.039 0.000
O 5.156 0.736 2.398 0.011
C 5.401 -0.069 1.351 0.002
C 6.682 0.027 0.802 0.000
C 7.056 -0.758 -0.264 0.001
C 6.165 -1.680 -0.817 0.000
C 4.909 -1.799 -0.275 0.000
C 4.498 -1.004 0.807 0.000
C 3.177 -1.306 1.365 0.025
O 2.591 -2.350 1.198 0.029
N 2.607 -0.261 2.176 0.169
N 1.621 -0.520 3.053 0.496
C 0.832 0.679 3.078 0.026
S -0.855 0.407 3.690 0.004
C -0.608 1.039 5.389 0.000
C 0.879 1.075 5.671 0.005
S 1.653 1.870 4.243 0.069
H 4.249 0.620 2.726 0.004
H 7.369 0.732 1.252 0.000
H 8.057 -0.668 -0.668 0.000
H 6.463 -2.302 -1.649 0.000
H 4.197 -2.513 -0.667 0.000
H -1.140 0.376 6.071 0.000
H -1.039 2.038 5.428 0.000
H 1.289 0.072 5.785 0.001
H 1.110 1.675 6.551 0.001
C -3.965 1.989 -6.235 0.000
C -3.262 1.766 -4.923 0.000
C -2.075 1.060 -4.853 0.000
C -1.419 0.832 -3.646 0.000
C -0.136 0.052 -3.682 0.000
C -1.983 1.335 -2.477 0.000
Te -1.048 1.503 -0.515 -0.002
N 0.145 0.371 0.660 0.013
C 0.926 1.199 1.570 0.008
O 2.352 0.890 1.392 0.027
C 0.842 2.723 1.534 0.000
C -0.305 3.378 1.983 0.000
C -0.351 4.763 2.016 0.000
C 0.744 5.511 1.612 0.000
C 1.890 4.868 1.171 0.000
C 1.939 3.483 1.134 0.000
C 0.507 2.576 -1.544 0.000
C 0.109 3.870 -1.886 0.000
C 0.978 4.751 -2.499 0.000
C 2.267 4.334 -2.796 0.000
C 2.655 3.041 -2.495 0.000
C 1.798 2.135 -1.866 0.000
C 2.342 0.752 -1.589 0.000
C -3.193 2.052 -2.509 0.000
C -3.910 2.580 -1.283 0.000
C -3.799 2.258 -3.740 0.000
H -3.493 1.419 -7.033 0.000
H -3.940 3.046 -6.507 0.000
H -5.011 1.688 -6.165 0.000
H -1.636 0.652 -5.759 0.000
H -0.230 -0.792 -4.367 0.000
H 0.113 -0.324 -2.696 0.000
H 0.676 0.687 -4.041 0.000
H -1.143 2.802 2.350 0.000
H -1.242 5.263 2.377 0.000
H 0.703 6.593 1.649 0.000
H 2.752 5.441 0.855 0.000
H 2.836 2.982 0.799 0.000
H -0.904 4.189 -1.658 0.000
H 0.659 5.759 -2.731 0.000
H 2.966 5.014 -3.268 0.000
H 3.658 2.707 -2.742 0.000
H 2.695 0.298 -2.518 0.000
H 1.605 0.104 -1.127 0.000
H 3.194 0.812 -0.909 0.000
H -4.051 1.786 -0.548 0.000
H -4.890 2.957 -1.569 0.000
H -3.363 3.394 -0.804 0.000
H -4.736 2.803 -3.773 0.000